Entry 1:
Entry from the Open Molecules 2025 dataset: one molecule with the formula C5H12N2O at a distorted geometry (wB97M-V/def2-TZVPD).

Gap between HOMO and LUMO: 9.91 eV
SMILES string: [H]/N=C\[C@H](C)ON(C)C

CARTESIAN COORDINATES (ANGSTROEM)
H (0.100, 2.139, -0.816)
N (-0.202, 2.306, 0.149)
C (0.046, 1.254, 0.881)
C (1.189, 0.191, 0.680)
C (2.379, 0.728, -0.103)
O (0.620, -0.914, 0.024)
N (-0.902, -0.496, -0.051)
C (-1.227, -0.574, -1.474)
C (-1.678, -1.451, 0.733)
H (-0.358, 1.250, 1.905)
H (1.503, -0.117, 1.685)
H (2.488, 1.811, 0.011)
H (3.305, 0.271, 0.261)
H (2.301, 0.487, -1.168)
H (-2.301, -0.446, -1.643)
H (-0.689, 0.202, -2.021)
H (-0.932, -1.544, -1.887)
H (-2.747, -1.219, 0.675)
H (-1.522, -2.473, 0.377)
H (-1.373, -1.405, 1.781)

The molecule's Mulliken atomic charges, reported in e, are given here: atom 1 (H): 0.26, atom 2 (N): -0.75, atom 3 (C): 0.04, atom 4 (C): 0.41, atom 5 (C): -1.45, atom 6 (O): -0.41, atom 7 (N): 0.11, atom 8 (C): -0.94, atom 9 (C): -0.89, atom 10 (H): 0.36, atom 11 (H): 0.29, atom 12 (H): 0.38, atom 13 (H): 0.36, atom 14 (H): 0.34, atom 15 (H): 0.33, atom 16 (H): 0.29, atom 17 (H): 0.33, atom 18 (H): 0.33, atom 19 (H): 0.29, atom 20 (H): 0.31


Entry 2:
Entry from the Open Molecules 2025 dataset: one molecule with the formula C4H8N2 at a distorted geometry (wB97M-V/def2-TZVPD).

Gap between HOMO and LUMO: 10.23 eV
SMILES string: CN[C@@H](C)C#N

CARTESIAN COORDINATES (ANGSTROEM)
C (1.872, -0.133, 0.271)
N (0.478, -0.360, 0.541)
C (-0.531, 0.226, -0.315)
C (-1.663, -0.828, -0.382)
C (-0.821, 1.631, 0.106)
N (-0.824, 2.741, 0.441)
H (2.081, -0.470, -0.751)
H (2.429, -0.783, 0.950)
H (2.225, 0.903, 0.386)
H (0.218, -0.233, 1.512)
H (-0.119, 0.353, -1.324)
H (-1.672, -1.261, -1.385)
H (-1.348, -1.631, 0.291)
H (-2.667, -0.507, -0.108)

The molecule's Mulliken atomic charges, reported in e, are given here: atom 1 (C): -0.88, atom 2 (N): -0.39, atom 3 (C): 0.41, atom 4 (C): -1.13, atom 5 (C): 0.05, atom 6 (N): -0.45, atom 7 (H): 0.30, atom 8 (H): 0.31, atom 9 (H): 0.28, atom 10 (H): 0.26, atom 11 (H): 0.29, atom 12 (H): 0.25, atom 13 (H): 0.34, atom 14 (H): 0.35


Entry 3:
Entry from the Open Molecules 2025 dataset: a 2-piece molecular cluster, C5H7N3O3 overall at a distorted geometry (wB97M-V/def2-TZVPD).

Gap between HOMO and LUMO (alpha / beta): 8.66 / 8.66 eV
SMILES string: C=[N+]([O-])O.O=Cc1ncc[nH]1

CARTESIAN COORDINATES (ANGSTROEM)
C (-1.817, -1.016, -0.218)
N (-2.964, -0.386, -0.093)
O (-3.916, -0.737, 0.566)
O (-3.050, 0.880, -0.750)
H (-1.874, -2.017, 0.206)
H (-1.028, -0.725, -0.934)
H (-3.584, 1.537, -0.225)
O (-1.116, 1.055, 1.503)
C (-0.465, 0.047, 1.501)
C (0.878, -0.041, 0.815)
N (1.681, -1.077, 0.758)
C (2.711, -0.762, -0.032)
C (2.548, 0.583, -0.436)
N (1.398, 1.030, 0.158)
H (-0.465, -0.605, 2.469)
H (3.472, -1.541, -0.199)
H (3.210, 1.160, -1.026)
H (0.791, 1.840, 0.346)

The molecule's Mulliken atomic charges, reported in e, are given here: atom 1 (C): -0.81, atom 2 (N): 0.75, atom 3 (O): -0.63, atom 4 (O): -0.43, atom 5 (H): 0.38, atom 6 (H): 0.40, atom 7 (H): 0.36, atom 8 (O): -0.53, atom 9 (C): 0.31, atom 10 (C): 0.13, atom 11 (N): -0.61, atom 12 (C): -0.10, atom 13 (C): -0.52, atom 14 (N): -0.04, atom 15 (H): 0.27, atom 16 (H): 0.38, atom 17 (H): 0.43, atom 18 (H): 0.27


Entry 4:
Entry from the Open Molecules 2025 dataset: one molecule with the formula H4N2P2 at a distorted geometry (wB97M-V/def2-TZVPD).

Gap between HOMO and LUMO: 7.25 eV
SMILES string: [H]/N=P/[PH2]=N

CARTESIAN COORDINATES (ANGSTROEM)
H (-3.334, -0.803, -0.100)
N (-2.226, -0.705, -0.058)
P (-1.675, 0.689, -0.383)
P (0.764, 0.212, 0.099)
N (2.304, 0.623, -0.282)
H (0.619, -1.149, 0.464)
H (0.716, 0.528, 1.460)
H (2.833, 0.605, -1.201)

The molecule's Mulliken atomic charges, reported in e, are given here: atom 1 (H): 0.29, atom 2 (N): -0.42, atom 3 (P): 0.22, atom 4 (P): 0.11, atom 5 (N): -0.60, atom 6 (H): 0.10, atom 7 (H): 0.09, atom 8 (H): 0.21


Entry 5:
Entry from the Open Molecules 2025 dataset: a 12-piece molecular cluster, C15H41N11O24 overall at a distorted geometry (wB97M-V/def2-TZVPD).

Gap between HOMO and LUMO (alpha / beta): 8.40 / 3.33 eV
Spin multiplicity: 2
Net charge: +1

CARTESIAN COORDINATES (ANGSTROEM)
C (-4.692, -1.642, -1.277)
N (-3.364, -2.362, -1.302)
O (-2.575, -1.905, -2.127)
O (-3.164, -3.409, -0.625)
H (-5.430, -2.007, -1.992)
H (-4.486, -0.637, -1.645)
H (-5.074, -1.661, -0.256)
C (-0.413, -3.396, -4.398)
N (-0.219, -2.877, -5.836)
O (-0.801, -1.816, -6.099)
O (0.660, -3.478, -6.492)
H (-0.864, -2.769, -3.629)
H (0.520, -3.766, -3.973)
H (-1.058, -4.267, -4.517)
C (0.267, -5.881, -0.126)
N (-0.831, -6.209, -1.180)
O (-1.334, -7.347, -1.042)
O (-1.201, -5.313, -1.921)
H (0.664, -6.863, 0.131)
H (-0.245, -5.258, 0.608)
H (1.039, -5.410, -0.734)
C (0.481, -2.578, 2.571)
N (1.198, -2.619, 3.875)
O (2.426, -2.616, 3.748)
O (0.627, -2.666, 4.969)
H (-0.540, -2.946, 2.665)
H (1.059, -3.182, 1.871)
H (0.343, -1.538, 2.276)
C (3.460, 3.317, 1.562)
N (2.835, 2.676, 2.667)
O (2.734, 1.471, 2.550)
O (2.390, 3.275, 3.614)
H (3.240, 4.360, 1.789)
H (3.028, 2.988, 0.617)
H (4.539, 3.161, 1.582)
C (0.953, 0.757, 5.405)
N (0.642, 1.491, 6.636)
O (1.562, 1.492, 7.459)
O (-0.407, 2.126, 6.857)
H (1.786, 0.073, 5.567)
H (1.047, 1.425, 4.549)
H (0.067, 0.143, 5.246)
C (-2.677, 4.688, -0.650)
N (-2.978, 5.589, -1.791)
O (-3.978, 6.291, -1.734)
O (-2.209, 5.660, -2.751)
H (-3.489, 3.978, -0.810)
H (-2.940, 5.263, 0.238)
H (-1.706, 4.202, -0.737)
C (4.547, -0.302, -5.520)
N (3.954, -0.964, -4.306)
O (4.308, -0.642, -3.201)
O (3.111, -1.861, -4.476)
H (3.889, 0.513, -5.821)
H (4.656, -0.985, -6.362)
H (5.541, 0.033, -5.222)
C (-3.518, -2.801, 2.878)
N (-3.667, -1.471, 2.376)
O (-2.734, -1.000, 1.806)
O (-4.708, -0.950, 2.705)
H (-3.070, -2.773, 3.872)
H (-2.905, -3.279, 2.114)
H (-4.366, -3.465, 3.046)
C (1.537, 3.783, -3.155)
N (2.439, 2.819, -3.838)
O (2.048, 2.309, -4.915)
O (3.515, 2.509, -3.392)
H (0.509, 3.769, -3.515)
H (1.908, 4.773, -3.422)
H (1.628, 3.664, -2.076)
C (-1.272, 4.740, 4.286)
N (-1.944, 4.939, 2.933)
O (-1.545, 4.261, 1.988)
O (-2.885, 5.758, 2.858)
H (-0.221, 4.449, 4.275)
H (-1.779, 3.891, 4.744)
H (-1.409, 5.698, 4.787)
O (1.011, 1.636, -1.081)
C (0.526, 0.826, -0.272)
O (0.632, -0.471, -0.306)
C (0.915, -1.200, -1.491)
C (1.982, -2.216, -1.074)
C (-0.181, 1.346, 0.890)
H (1.132, -0.538, -2.329)
H (-0.010, -1.649, -1.854)
H (1.484, -3.177, -0.943)
H (2.512, -1.974, -0.153)
H (2.773, -2.268, -1.823)
H (-0.870, 2.134, 0.586)
H (0.448, 1.593, 1.746)
H (-0.815, 0.534, 1.245)

The molecule's Mulliken atomic charges, reported in e, are given here: atom 1 (C): -0.79, atom 2 (N): 0.85, atom 3 (O): -0.54, atom 4 (O): -0.48, atom 5 (H): 0.32, atom 6 (H): 0.34, atom 7 (H): 0.26, atom 8 (C): -0.51, atom 9 (N): 0.90, atom 10 (O): -0.52, atom 11 (O): -0.50, atom 12 (H): -0.08, atom 13 (H): 0.31, atom 14 (H): 0.44, atom 15 (C): -0.51, atom 16 (N): 0.78, atom 17 (O): -0.50, atom 18 (O): -0.43, atom 19 (H): 0.32, atom 20 (H): 0.16, atom 21 (H): 0.17, atom 22 (C): 0.01, atom 23 (N): 0.95, atom 24 (O): -0.54, atom 25 (O): -0.54, atom 26 (H): -0.01, atom 27 (H): 0.20, atom 28 (H): -0.05, atom 29 (C): -0.73, atom 30 (N): 0.90, atom 31 (O): -0.45, atom 32 (O): -0.51, atom 33 (H): 0.34, atom 34 (H): 0.17, atom 35 (H): 0.30, atom 36 (C): -0.60, atom 37 (N): 0.92, atom 38 (O): -0.51, atom 39 (O): -0.56, atom 40 (H): 0.34, atom 41 (H): 0.12, atom 42 (H): 0.28, atom 43 (C): -0.47, atom 44 (N): 0.90, atom 45 (O): -0.53, atom 46 (O): -0.55, atom 47 (H): 0.30, atom 48 (H): 0.29, atom 49 (H): 0.05, atom 50 (C): -0.74, atom 51 (N): 0.83, atom 52 (O): -0.50, atom 53 (O): -0.47, atom 54 (H): 0.23, atom 55 (H): 0.33, atom 56 (H): 0.31, atom 57 (C): -0.71, atom 58 (N): 0.86, atom 59 (O): -0.47, atom 60 (O): -0.51, atom 61 (H): 0.34, atom 62 (H): 0.14, atom 63 (H): 0.32, atom 64 (C): -0.70, atom 65 (N): 0.95, atom 66 (O): -0.54, atom 67 (O): -0.50, atom 68 (H): 0.34, atom 69 (H): 0.38, atom 70 (H): 0.11, atom 71 (C): -0.68, atom 72 (N): 0.82, atom 73 (O): -0.46, atom 74 (O): -0.50, atom 75 (H): 0.18, atom 76 (H): 0.30, atom 77 (H): 0.34, atom 78 (O): -0.15, atom 79 (C): 0.71, atom 80 (O): 0.08, atom 81 (C): 0.27, atom 82 (C): -0.77, atom 83 (C): 0.53, atom 84 (H): 0.37, atom 85 (H): -0.28, atom 86 (H): -0.16, atom 87 (H): 0.53, atom 88 (H): 0.25, atom 89 (H): 0.04, atom 90 (H): -0.14, atom 91 (H): -0.28


Entry 6:
Entry from the Open Molecules 2025 dataset: one molecule with the formula C12H22Si2 at a distorted geometry (wB97M-V/def2-TZVPD).

Gap between HOMO and LUMO: 9.64 eV
SMILES string: C[Si](C)(C)[Si](C)(C)Cc1ccccc1

CARTESIAN COORDINATES (ANGSTROEM)
C (2.080, 0.631, -0.643)
Si (0.988, -0.670, -1.383)
C (1.965, -2.229, -0.956)
C (1.038, -0.294, -3.191)
Si (-1.385, -0.514, -0.715)
C (-2.143, -2.153, -1.284)
C (-2.242, 0.680, -1.807)
C (-1.792, -0.001, 1.081)
C (-0.722, 0.608, 1.895)
C (0.401, -0.052, 2.301)
C (1.269, 0.554, 3.147)
C (1.037, 1.848, 3.599)
C (0.000, 2.567, 3.175)
C (-0.885, 1.924, 2.286)
H (3.003, 0.173, -0.329)
H (2.432, 1.420, -1.342)
H (1.691, 1.093, 0.327)
H (2.828, -2.265, -1.580)
H (2.322, -2.266, 0.051)
H (1.362, -3.108, -1.061)
H (0.359, 0.533, -3.243)
H (2.018, -0.088, -3.589)
H (0.504, -1.142, -3.701)
H (-2.884, -2.670, -0.596)
H (-2.668, -1.875, -2.195)
H (-1.317, -2.780, -1.589)
H (-1.583, 1.554, -1.798)
H (-3.270, 0.830, -1.440)
H (-2.339, 0.497, -2.891)
H (-2.210, -0.885, 1.628)
H (-2.600, 0.727, 0.862)
H (0.584, -1.074, 2.045)
H (2.233, 0.040, 3.249)
H (1.845, 2.346, 4.170)
H (-0.163, 3.563, 3.512)
H (-1.756, 2.478, 2.003)

The molecule's Mulliken atomic charges, reported in e, are given here: atom 1 (C): -1.06, atom 2 (Si): 0.45, atom 3 (C): -1.32, atom 4 (C): -1.12, atom 5 (Si): 0.64, atom 6 (C): -1.21, atom 7 (C): -1.38, atom 8 (C): -1.04, atom 9 (C): 0.58, atom 10 (C): -0.15, atom 11 (C): -0.52, atom 12 (C): -0.29, atom 13 (C): -0.82, atom 14 (C): -0.39, atom 15 (H): 0.36, atom 16 (H): 0.41, atom 17 (H): 0.18, atom 18 (H): 0.38, atom 19 (H): 0.39, atom 20 (H): 0.37, atom 21 (H): 0.29, atom 22 (H): 0.39, atom 23 (H): 0.26, atom 24 (H): 0.33, atom 25 (H): 0.31, atom 26 (H): 0.31, atom 27 (H): 0.34, atom 28 (H): 0.44, atom 29 (H): 0.38, atom 30 (H): 0.41, atom 31 (H): 0.34, atom 32 (H): 0.40, atom 33 (H): 0.31, atom 34 (H): 0.28, atom 35 (H): 0.45, atom 36 (H): 0.33


Entry 7:
Entry from the Open Molecules 2025 dataset: one molecule with the formula C3H9NP2 at a distorted geometry (wB97M-V/def2-TZVPD).

Gap between HOMO and LUMO: 8.80 eV
SMILES string: C=[PH2][C@@H]1C[P@@H]1=N

CARTESIAN COORDINATES (ANGSTROEM)
C (-0.335, 0.534, -2.765)
P (-0.636, -0.280, -1.254)
C (-0.030, 0.802, 0.151)
C (1.343, 0.559, 0.849)
P (0.057, -0.192, 1.857)
N (-0.083, -1.718, 1.981)
H (0.688, 0.316, -3.130)
H (-1.012, -0.202, -3.225)
H (-2.040, -0.288, -1.141)
H (-0.513, -1.523, -0.573)
H (-0.374, 1.889, -0.011)
H (2.029, 0.047, 0.315)
H (1.612, 1.516, 1.331)
H (0.160, 0.510, 3.097)
H (-0.868, -1.970, 2.517)

The molecule's Mulliken atomic charges, reported in e, are given here: atom 1 (C): -0.80, atom 2 (P): 0.16, atom 3 (C): -0.34, atom 4 (C): -0.62, atom 5 (P): 0.27, atom 6 (N): -0.66, atom 7 (H): 0.23, atom 8 (H): 0.21, atom 9 (H): 0.07, atom 10 (H): 0.13, atom 11 (H): 0.35, atom 12 (H): 0.38, atom 13 (H): 0.28, atom 14 (H): 0.12, atom 15 (H): 0.22


| no. | total energy (eV) |
| --- | --- |
| 1 | -10403.84388 |
| 2 | -7256.94443 |
| 3 | -15906.12963 |
| 4 | -21619.38561 |
| 5 | -81707.72419 |
| 6 | -28556.41808 |
| 7 | -23319.18741 |